{
  "formula": "C15H33BClNO11S3",
  "method": "ωB97M-V with the def2-TZVPD basis set",
  "spin_multiplicity": 1,
  "e_homo_ha": -0.3472,
  "homo_lumo_gap_ev": 9.74,
  "e_tot_ev": -85809.5439,
  "largest_force_ev_per_a": 0.536,
  "smiles": "COB(O)[C@@H]1C[C@H](CCCCS(=O)(=O)Cl)C(=O)N1.CCOS(C)(=O)=O.CCOS(C)(=O)=O",
  "species": ["C", "O", "B", "O", "C", "C", "C", "C", "C", "C", "C", "S", "O", "O", "Cl", "C", "O", "N", "H", "H", "H", "H", "H", "H", "H", "H", "H", "H", "H", "H", "H", "H", "H", "H", "H", "C", "C", "O", "S", "C", "O", "O", "H", "H", "H", "H", "H", "H", "H", "H", "C", "C", "O", "S", "C", "O", "O", "H", "H", "H", "H", "H", "H", "H", "H"],
  "coordinates": [[4.05, 0.02, 1.41], [3.45, -0.45, 2.61], [3.18, -1.76, 2.82], [2.45, -2.08, 3.95], [3.48, -2.87, 1.72], [2.24, -2.91, 0.77], [1.60, -4.30, 0.96], [0.09, -4.40, 1.11], [-0.53, -3.28, 1.94], [-1.95, -3.63, 2.43], [-3.08, -2.91, 1.71], [-3.38, -1.21, 2.14], [-4.69, -0.85, 1.72], [-2.25, -0.41, 1.79], [-3.42, -1.27, 4.18], [2.34, -4.87, 2.16], [1.95, -5.75, 2.90], [3.56, -4.24, 2.25], [3.90, 1.10, 1.37], [3.60, -0.43, 0.53], [5.12, -0.19, 1.41], [2.88, -2.62, 4.62], [4.38, -2.65, 1.14], [2.56, -2.76, -0.26], [1.54, -2.11, 0.99], [1.92, -4.93, 0.12], [-0.38, -4.42, 0.12], [-0.11, -5.36, 1.59], [-0.58, -2.36, 1.35], [0.10, -3.06, 2.81], [-2.04, -3.46, 3.50], [-2.14, -4.70, 2.29], [-4.05, -3.39, 1.85], [-2.88, -2.82, 0.64], [4.03, -4.39, 3.13], [-1.10, -0.01, -4.35], [-0.53, 1.17, -3.59], [-0.52, 0.95, -2.15], [0.61, 0.01, -1.55], [0.46, 0.53, 0.12], [1.88, 0.41, -2.08], [0.22, -1.36, -1.66], [-0.45, -0.88, -4.29], [-1.21, 0.28, -5.39], [-2.08, -0.28, -3.95], [0.49, 1.41, -3.90], [-1.14, 2.06, -3.71], [0.73, 1.58, 0.19], [1.14, -0.08, 0.71], [-0.57, 0.37, 0.44], [-1.99, 7.85, -3.25], [-1.05, 7.36, -2.17], [-1.63, 6.26, -1.40], [-1.60, 4.82, -2.06], [-1.94, 3.88, -0.62], [-0.28, 4.55, -2.53], [-2.69, 4.69, -2.98], [-2.13, 7.11, -4.03], [-1.57, 8.76, -3.69], [-2.97, 8.09, -2.83], [-0.10, 7.03, -2.57], [-0.87, 8.12, -1.42], [-1.12, 4.01, 0.08], [-2.01, 2.84, -0.94], [-2.88, 4.22, -0.20]]
}